(1)
{
  "formula": "C7H8N2O5",
  "method": "the ωB97M-V functional and the def2-TZVPD basis",
  "species": ["C", "C", "N", "N", "C", "O", "C", "O", "O", "C", "C", "H", "H", "H", "H", "H", "H", "H", "H", "O", "C", "O"],
  "positions_angstrom": [[0.2758, 0.7648, 2.8002], [0.9913, 1.2324, 1.8438], [1.4206, 1.8942, 0.6232], [2.4052, 1.4987, -0.1176], [2.3500, 1.1163, -1.3108], [1.1995, 0.8288, -2.0421], [0.2529, 0.0805, -1.4540], [0.4380, -0.6309, -0.5056], [-0.8808, 0.2137, -2.1207], [-1.9653, -0.6321, -1.7165], [-2.5732, -0.2250, -0.3820], [0.6227, 0.7985, 3.8221], [-0.6619, 0.2578, 2.6245], [3.2519, 1.0301, -1.8927], [-2.6906, -0.5337, -2.5267], [-1.6046, -1.6650, -1.6628], [-1.8292, -0.3171, 0.4047], [-2.9288, 0.8008, -0.4187], [-3.4052, -0.8853, -0.1559], [2.7908, -1.4766, 1.0456], [1.7680, -1.8665, 1.3825], [0.7727, -2.2845, 1.7595]],
  "forces_ev_per_a": [[-0.3, -0.4, 0.8], [3.3, 4.1, -8.4], [-4.7, -2.9, 8.1], [2.0, -0.8, -0.7], [-0.5, -0.1, 0.3], [0.2, 0.6, -0.1], [-0.2, -0.4, 0.2], [-0.1, -0.1, 0.0], [0.4, 0.4, -0.2], [-0.3, -0.4, 0.3], [0.3, 0.1, -0.3], [0.1, 0.2, 0.1], [0.0, -0.1, -0.2], [0.0, -0.1, -0.1], [0.1, -0.1, 0.1], [0.0, 0.2, -0.1], [0.0, 0.0, 0.1], [-0.1, 0.1, 0.0], [-0.1, -0.1, 0.0], [1.4, 0.5, -0.5], [0.2, 0.0, 0.0], [-1.6, -0.7, 0.6]],
  "multiplicity": 1,
  "charge": 0,
  "smiles": "C=C=N/N=C\\OC(=O)OCC.O=C=O",
  "de_lowest_kj_mol": 0.0,
  "gap_ha": [0.345, 0.345],
  "fmax_ev_per_a": 9.9
}

=====

(2)
{
  "formula": "CH5OS",
  "method": "the ωB97M-V functional and the def2-TZVPD basis",
  "species": ["C", "O", "H", "H", "H", "H", "S", "H"],
  "positions_angstrom": [[0.5878, 0.0101, 0.4370], [1.7222, 0.5855, 1.1353], [0.3252, 0.5578, -0.4660], [0.8829, -1.0047, 0.1990], [-0.2964, 0.0270, 1.0728], [1.4637, 1.4659, 1.3898], [-1.9024, -0.6332, -1.4179], [-2.7829, -1.0084, -2.3500]],
  "forces_ev_per_a": [[0.3, 0.3, 0.4], [-0.1, -0.3, -0.2], [0.2, -0.1, -0.1], [-0.2, -0.1, -0.1], [0.0, -0.3, 0.0], [-0.1, 0.4, 0.1], [0.0, 0.0, 0.0], [-0.1, -0.1, -0.1]],
  "multiplicity": 1,
  "charge": -1,
  "de_lowest_kj_mol": 54.0,
  "gap_ha": 0.230,
  "fmax_ev_per_a": 0.6
}

=====

(3)
{
  "formula": "C11H34BN8O14P",
  "method": "the ωB97M-V functional and the def2-TZVPD basis",
  "species": ["C", "N", "O", "O", "H", "H", "H", "C", "N", "O", "O", "H", "H", "H", "C", "N", "O", "O", "H", "H", "H", "C", "N", "O", "O", "H", "H", "H", "C", "N", "O", "O", "H", "H", "H", "C", "N", "O", "O", "H", "H", "H", "C", "N", "O", "O", "H", "H", "H", "C", "C", "C", "C", "B", "P", "N", "H", "H", "H", "H", "H", "H", "H", "H", "H", "H", "H", "H", "H"],
  "positions_angstrom": [[-1.1733, 0.8950, -1.9641], [-1.4863, 0.1083, -0.7472], [-2.6096, -0.3401, -0.6318], [-0.5976, -0.0397, 0.0585], [-2.0594, 0.9360, -2.5830], [-0.8749, 1.8899, -1.6438], [-0.3628, 0.3923, -2.4825], [-3.3483, -2.8796, -3.7513], [-2.0531, -2.1732, -3.9162], [-1.0584, -2.8430, -4.0582], [-2.0784, -0.9610, -3.8931], [-3.1721, -3.9471, -3.7918], [-3.7563, -2.5913, -2.7864], [-3.9977, -2.5632, -4.5631], [-2.8139, -2.9996, 1.1677], [-3.9158, -3.7491, 0.5120], [-4.3872, -4.6939, 1.1024], [-4.2733, -3.3658, -0.5789], [-2.6062, -3.4591, 2.1278], [-1.9473, -3.0551, 0.5151], [-3.1426, -1.9724, 1.2897], [1.9958, 2.9436, 3.6538], [3.2589, 2.4549, 3.0447], [3.9640, 3.2659, 2.4897], [3.4939, 1.2708, 3.1463], [1.9202, 4.0117, 3.4867], [1.1764, 2.4157, 3.1726], [2.0353, 2.7211, 4.7141], [-5.6575, -6.4774, -1.8258], [-5.1745, -6.7511, -3.2037], [-5.3628, -7.8528, -3.6589], [-4.6204, -5.8418, -3.7796], [-6.1280, -7.3750, -1.4404], [-4.7966, -6.2002, -1.2241], [-6.3693, -5.6592, -1.8855], [-3.9361, 2.8196, 0.3450], [-2.7411, 3.5071, -0.2062], [-2.9214, 4.3880, -1.0109], [-1.6600, 3.1310, 0.1907], [-4.8227, 3.2584, -0.0992], [-3.8535, 1.7653, 0.0902], [-3.9276, 2.9642, 1.4218], [-1.5391, 5.1907, 6.3220], [-0.2767, 4.6992, 5.7158], [0.4325, 5.5056, 5.1633], [-0.0428, 3.5159, 5.8176], [-1.6108, 6.2592, 6.1525], [-2.3586, 4.6642, 5.8410], [-1.4997, 4.9666, 7.3843], [7.8706, 1.2478, -1.1455], [7.1326, -0.1421, -1.0363], [5.6020, 0.1652, -0.9914], [4.7054, -1.1203, -1.0230], [3.1612, -0.6960, -1.0268], [2.5139, 1.0434, -0.4772], [2.2468, 1.9416, -1.7905], [7.1104, 2.0374, -1.2634], [8.5343, 1.3038, -2.0149], [8.3815, 1.4733, -0.2014], [7.3956, -0.8131, -1.8610], [7.4109, -0.5582, -0.0581], [5.3757, 0.8007, -1.8583], [5.4192, 0.6710, -0.0328], [4.9722, -1.7358, -1.8958], [4.9093, -1.6650, -0.0807], [2.3645, -1.5113, -1.3626], [3.4526, 1.7366, 0.3407], [1.3325, 0.9145, 0.3118], [2.8456, 2.7569, -1.7322]],
  "forces_ev_per_a": [[-0.1, 0.4, -0.2], [0.1, 0.3, -0.5], [-0.4, -0.1, 0.2], [-0.1, -0.4, 0.3], [0.0, -0.1, 0.1], [0.3, -0.1, 0.1], [0.1, 0.1, 0.1], [-0.1, -0.2, 0.0], [-0.3, -0.2, 0.0], [0.3, -0.1, 0.0], [0.0, 0.2, -0.1], [0.1, 0.0, 0.0], [0.0, 0.1, -0.1], [0.0, 0.1, 0.1], [0.1, 0.0, 0.3], [0.2, 0.1, 0.2], [-0.2, -0.3, 0.1], [-0.1, 0.1, -0.3], [-0.1, -0.1, -0.1], [-0.1, 0.2, -0.1], [0.1, 0.0, -0.2], [-0.1, 0.2, 0.0], [-0.3, 0.2, 0.1], [0.3, 0.1, -0.2], [0.1, -0.3, -0.1], [0.1, 0.0, 0.0], [0.0, -0.1, 0.1], [0.0, -0.1, 0.0], [-0.1, -0.1, 0.2], [-0.2, -0.1, 0.3], [0.0, -0.3, -0.2], [0.2, 0.3, -0.2], [0.0, 0.0, -0.1], [-0.1, 0.1, 0.0], [0.1, 0.1, 0.0], [-0.3, -0.1, 0.0], [-0.3, 0.0, 0.0], [0.0, 0.2, -0.2], [0.3, -0.1, 0.2], [0.1, 0.0, 0.0], [0.1, 0.0, 0.1], [0.1, -0.1, 0.0], [-0.2, 0.2, 0.1], [-0.2, 0.2, 0.1], [0.2, 0.2, -0.2], [0.0, -0.3, 0.1], [0.1, 0.0, 0.0], [0.0, -0.1, 0.1], [0.0, -0.1, 0.0], [-0.7, -0.4, 0.1], [-0.5, 1.6, 0.5], [0.8, -1.5, -0.1], [-0.3, 1.8, -0.1], [0.9, -0.9, 0.4], [-0.1, 1.4, -0.4], [0.0, -0.8, 0.3], [0.3, -0.2, -0.1], [0.1, 0.0, 0.4], [0.2, 0.0, -0.4], [-0.1, 0.0, 0.3], [0.0, -0.4, -0.5], [-0.2, 0.0, 0.4], [-0.1, 0.3, -0.5], [-0.2, -0.1, 0.4], [-0.2, -0.2, -0.4], [-0.3, 0.2, -0.2], [-0.3, -0.7, 0.2], [0.7, -0.1, 0.1], [0.0, 0.1, -0.2]],
  "multiplicity": 1,
  "charge": 0,
  "smiles": "C[N+](=O)[O-].C[N+](=O)[O-].C[N+](=O)[O-].C[N+](=O)[O-].C[N+](=O)[O-].C[N+](=O)[O-].C[N+](=O)[O-].CCCCB[PH2]=N",
  "gap_ha": 0.279,
  "fmax_ev_per_a": 1.9
}

=====

Number 1: electronic energy -757.15121 Ha. Number 2: electronic energy -514.53632 Ha. Number 3: electronic energy -2296.38129 Ha.